51
Properties=species:S:1:pos:R:3 method="wB97M-V/def2-TZVPD" charge=+1 e_above_lowest_ev=0.000 gap_ev=9.22 smiles=C[C@@H]1C[C@H](C)CN([C@H]2CC[N@@H+](Cc3cccnc3)CC2)C1
C 3.4730 -3.1204 -2.0323
C 2.4262 -2.0702 -2.3883
C 2.9304 -0.6542 -2.1352
C 1.9101 0.3593 -2.6661
C 2.0165 1.6760 -1.9010
C 0.4916 -0.2332 -2.5899
N 0.3580 -1.0631 -1.3969
C -1.0198 -1.3793 -1.0283
C -1.8640 -0.1183 -0.7865
C -1.2084 0.7327 0.2899
N -1.1409 -0.0171 1.5686
C -0.5849 0.8164 2.6724
C -1.5065 1.9558 3.0108
C -2.6623 1.7420 3.7592
C -3.4900 2.8146 4.0398
C -3.1322 4.0666 3.5523
N -2.0381 4.2753 2.8444
C -1.2454 3.2562 2.5848
C -0.3859 -1.2801 1.3842
C -1.0382 -2.1389 0.3095
C 1.1542 -2.2873 -1.5574
H 3.0733 -4.1223 -2.1704
H 4.3456 -3.0111 -2.6703
H 3.7910 -3.0139 -0.9972
H 2.1921 -2.1701 -3.4521
H 3.8961 -0.5020 -2.6154
H 3.0669 -0.5168 -1.0603
H 2.1202 0.5618 -3.7199
H 3.0181 2.0845 -2.0050
H 1.8268 1.5203 -0.8400
H 1.3096 2.4097 -2.2820
H 0.2726 -0.8157 -3.4969
H -0.2164 0.5927 -2.5583
H -1.5145 -1.9984 -1.7986
H -1.9768 0.4743 -1.6913
H -2.8689 -0.4190 -0.4816
H -0.1877 0.9663 -0.0182
H -1.7630 1.6584 0.4548
H -2.1050 -0.2660 1.8222
H -0.4483 0.1754 3.5474
H 0.3902 1.1916 2.3559
H -2.9025 0.7549 4.1320
H -4.3862 2.6856 4.6242
H -3.7435 4.9378 3.7387
H -0.3552 3.4894 2.0143
H 0.6256 -1.0206 1.0675
H -0.3467 -1.8121 2.3366
H -0.5027 -3.0823 0.2354
H -2.0700 -2.3743 0.5785
H 0.5541 -3.0858 -2.0211
H 1.4618 -2.6246 -0.5627